No. 1
66
Properties=species:S:1:pos:R:3 method="wB97M-V/def2-TZVPD" e_tot_ha=-8903.1934 lumo_ha="0.0091 / 0.0090" multiplicity=5 s2=6.009
Fe 0.677 0.453 0.019
C -4.207 -2.110 -1.466
N -3.223 -1.629 -0.517
C -2.986 -2.134 0.732
C -1.946 -1.412 1.245
N -1.557 -0.466 0.345
C -2.326 -0.627 -0.712
P -2.187 0.387 -2.219
C -1.822 1.940 -1.344
N -0.689 2.263 -0.767
C -0.840 3.516 -0.260
C -2.101 3.965 -0.538
N -2.720 2.961 -1.235
C -4.094 2.992 -1.688
C -0.501 -0.150 -2.699
N 0.652 0.324 -2.258
C 1.628 -0.352 -2.929
C 1.061 -1.257 -3.776
N -0.290 -1.123 -3.627
C -1.272 -1.945 -4.300
H -4.806 -2.882 -0.990
H -3.721 -2.537 -2.343
H -4.861 -1.300 -1.785
H -3.550 -2.952 1.145
H -1.452 -1.525 2.193
H -0.032 4.008 0.254
H -2.601 4.890 -0.309
H -4.339 3.985 -2.057
H -4.778 2.743 -0.876
H -4.228 2.278 -2.498
H 2.669 -0.147 -2.745
H 1.488 -1.991 -4.438
H -1.009 -2.039 -5.352
H -2.252 -1.476 -4.229
H -1.305 -2.938 -3.851
Cl -0.913 4.137 6.241
C -0.192 3.502 4.787
C 0.412 4.384 3.876
C 0.949 3.913 2.711
C 0.909 2.526 2.357
O 1.383 2.131 1.244
C 0.342 1.649 3.341
C 0.333 0.234 3.148
O 0.679 -0.383 2.143
C -0.206 2.162 4.534
H 0.445 5.443 4.101
H 1.433 4.588 2.016
H -0.021 -0.354 4.017
H -0.660 1.477 5.240
Br 0.356 -4.447 -1.698
C 1.813 -3.689 -0.743
C 2.870 -4.491 -0.321
C 3.920 -3.929 0.358
Br 5.318 -5.074 0.972
C 3.974 -2.541 0.608
C 5.024 -1.874 1.276
C 4.964 -0.518 1.446
C 3.866 0.191 0.932
N 2.877 -0.399 0.308
C 2.894 -1.741 0.157
C 1.737 -2.312 -0.490
O 0.743 -1.587 -0.816
H 2.854 -5.553 -0.520
H 5.870 -2.437 1.645
H 5.751 0.009 1.967
H 3.795 1.267 1.043


No. 2
65
Properties=species:S:1:pos:R:3 method="wB97M-V/def2-TZVPD" e_tot_ha=-3883.1045 lumo_ha=-0.1028 charge=+1 multiplicity=1 e_above_lowest_kcal_mol=0.00
Lu 1.397 1.607 -0.386
C -0.422 3.086 6.697
C -0.955 1.722 6.285
C -2.397 1.553 6.735
C -2.933 0.201 6.322
C -2.812 0.036 4.839
C -3.682 -0.757 4.135
C -3.546 -0.924 2.754
F -4.425 -1.725 2.142
C -2.568 -0.306 2.039
C -1.674 0.530 2.737
C -0.635 1.202 2.007
O -0.483 1.062 0.748
C 0.287 1.959 2.774
C 0.151 2.065 4.127
N -0.870 1.517 4.799
C -1.783 0.703 4.129
C 1.417 2.368 1.892
O 2.322 1.521 1.655
O 1.205 3.284 1.040
H -0.728 3.271 7.726
H -0.846 3.874 6.074
H 0.663 3.162 6.676
H -0.345 0.930 6.733
H -2.999 2.362 6.313
H -2.424 1.666 7.819
H -3.972 0.072 6.624
H -2.362 -0.586 6.825
H -4.485 -1.273 4.644
H -2.457 -0.452 0.974
H 0.863 2.610 4.724
O 3.095 0.248 -0.904
C 2.330 -0.698 -1.238
N 1.025 -0.446 -1.351
S 0.190 -1.725 -1.951
O -0.178 -1.435 -3.307
O -0.816 -2.150 -1.026
C 1.585 -2.810 -1.918
C 1.626 -4.150 -2.237
C 2.868 -4.772 -2.148
C 4.007 -4.073 -1.759
C 3.945 -2.722 -1.440
C 2.711 -2.102 -1.526
H 0.743 -4.695 -2.534
H 2.954 -5.824 -2.384
H 4.950 -4.597 -1.701
H 4.825 -2.177 -1.128
N 2.183 1.046 -4.035
C 1.080 1.761 -3.824
S 1.048 3.019 -2.640
N -0.007 1.554 -4.568
C -0.111 0.666 -5.692
C 0.771 0.805 -6.759
C 0.635 -0.034 -7.856
C -0.382 -0.974 -7.891
C -1.267 -1.086 -6.828
C -1.133 -0.269 -5.718
H 2.986 1.216 -3.457
H 2.178 0.231 -4.628
H -0.838 2.018 -4.239
H 1.529 1.574 -6.743
H 1.312 0.067 -8.693
H -0.491 -1.616 -8.754
H -2.061 -1.820 -6.857
H -1.793 -0.369 -4.869


No. 3
64
Properties=species:S:1:pos:R:3 method="wB97M-V/def2-TZVPD" smiles="O=[N+]([O-])c1cc([N+](=O)[O-])c2no[n+]([O-])c2c1.FC(c1ccccc1)(c1ccccc1)[C@H]1CCCN1c1ccncc1" e_tot_ha=-1960.2350 lumo_ha=-0.1037 multiplicity=1 e_above_lowest_kcal_mol=0.00
O -3.046 1.626 4.425
N -2.390 0.867 3.678
O -2.907 -0.100 3.061
C -0.975 1.123 3.506
C -0.412 2.308 4.028
C 0.972 2.458 4.072
N 1.518 3.772 4.344
O 2.741 3.981 4.297
O 0.694 4.680 4.596
C 1.791 1.294 3.760
N 2.994 0.946 4.271
O 3.197 -0.364 3.817
N 2.127 -0.805 3.045
O 2.099 -1.946 2.591
C 1.174 0.219 3.073
C -0.194 0.091 2.933
H -1.058 3.072 4.455
H -0.612 -0.842 2.569
F 1.443 1.145 0.023
C 0.645 0.467 -0.951
C 0.311 1.470 -2.071
C 0.981 2.691 -2.185
C 0.551 3.620 -3.135
C -0.527 3.323 -3.976
C -1.163 2.080 -3.893
C -0.735 1.150 -2.944
C 1.442 -0.731 -1.461
C 1.798 -0.860 -2.805
C 2.474 -2.007 -3.237
C 2.821 -3.006 -2.324
C 2.544 -2.828 -0.967
C 1.887 -1.676 -0.537
C -0.651 0.100 -0.195
C -1.471 1.358 0.116
C -2.940 0.978 -0.033
C -2.960 -0.485 -0.486
N -1.573 -0.822 -0.850
C -1.232 -2.198 -0.813
C -0.872 -2.816 0.401
C -0.209 -4.047 0.330
N 0.012 -4.649 -0.827
C -0.520 -4.185 -1.956
C -1.199 -2.957 -1.997
H 1.818 2.914 -1.520
H 1.068 4.578 -3.206
H -0.864 4.058 -4.707
H -1.989 1.814 -4.553
H -1.216 0.176 -2.844
H 1.524 -0.076 -3.517
H 2.711 -2.107 -4.298
H 3.303 -3.925 -2.662
H 2.819 -3.585 -0.232
H 1.704 -1.511 0.526
H -0.334 -0.395 0.734
H -1.211 1.675 1.132
H -1.227 2.184 -0.563
H -3.458 1.069 0.930
H -3.415 1.638 -0.773
H -3.310 -1.122 0.343
H -3.628 -0.655 -1.340
H -1.047 -2.358 1.370
H 0.175 -4.530 1.230
H -0.388 -4.778 -2.867
H -1.603 -2.560 -2.930


No. 4
62
Properties=species:S:1:pos:R:3 method="wB97M-V/def2-TZVPD" e_tot_ha=-2264.1643 lumo_ha="-0.1573 / -0.1562" charge=+1 multiplicity=3 s2=2.024
Mo 0.390 0.049 -0.013
I -6.144 0.090 4.149
C -4.268 -0.130 3.296
C -3.152 -0.279 4.105
C -1.891 -0.408 3.530
I -0.246 -0.621 4.773
C -1.741 -0.393 2.150
O -0.517 -0.519 1.590
C -2.870 -0.256 1.343
C -2.726 -0.331 -0.146
N -1.685 0.608 -0.662
C -2.043 2.024 -0.438
C -0.977 2.790 0.288
C -1.153 4.141 0.544
C -0.238 4.806 1.335
C 0.829 4.095 1.865
C 0.957 2.765 1.542
N 0.087 2.119 0.749
C -4.125 -0.119 1.916
H -3.253 -0.289 5.181
H -2.418 -1.328 -0.454
H -3.678 -0.101 -0.628
H -1.630 0.455 -1.668
H -2.291 2.509 -1.382
H -2.936 2.058 0.189
H -2.020 4.646 0.139
H -0.363 5.859 1.550
H 1.562 4.556 2.511
H 1.778 2.181 1.929
H -4.995 -0.017 1.278
C 3.433 -0.726 3.138
O 4.238 0.218 2.401
C 3.756 0.813 1.301
C 4.284 2.026 0.941
C 3.884 2.726 -0.225
C 2.980 2.191 -1.091
C 2.481 0.896 -0.799
C 1.806 0.041 -1.801
N 0.605 0.379 -2.157
N -0.063 -0.561 -2.969
C -0.399 -1.595 -2.249
O -0.156 -1.682 -0.952
C -1.125 -2.729 -2.861
C -1.374 -2.752 -4.232
C -2.072 -3.812 -4.782
C -2.522 -4.847 -3.969
C -2.270 -4.827 -2.605
C -1.568 -3.767 -2.048
C 2.799 0.221 0.414
O 2.118 -0.882 0.648
H 3.882 -0.763 4.126
H 3.460 -1.705 2.668
H 2.403 -0.389 3.217
H 5.028 2.454 1.602
H 4.334 3.686 -0.441
H 2.706 2.682 -2.014
H 2.274 -0.868 -2.173
H -1.019 -1.941 -4.854
H -2.265 -3.836 -5.846
H -3.068 -5.674 -4.404
H -2.613 -5.637 -1.976
H -1.351 -3.747 -0.989


No. 5
75
Properties=species:S:1:pos:R:3 method="wB97M-V/def2-TZVPD" e_tot_ha=-7962.4665 lumo_ha="0.0705 / 0.0670" charge=-1 multiplicity=2 s2=0.812 e_above_lowest_kcal_mol=23.01
W 0.651 1.907 0.300
O 2.685 -2.285 4.470
C 2.289 -1.361 3.562
C 3.156 -0.850 2.600
C 2.657 0.077 1.710
N 1.381 0.431 1.743
C 0.572 0.042 2.721
C 0.985 -0.881 3.657
C -0.727 0.826 2.758
O -1.606 0.519 3.551
O -0.762 1.810 1.932
C 3.474 0.907 0.747
O 4.654 0.657 0.575
O 2.816 1.890 0.229
H 3.606 -2.514 4.304
H 4.204 -1.118 2.552
H 0.322 -1.194 4.450
Cl 1.518 5.537 -2.310
Ge 0.692 4.389 -0.624
Cl 1.314 3.498 2.047
Cl 0.065 6.108 0.545
C -0.268 3.227 -4.263
Ge -1.347 2.727 -2.705
C -3.101 3.595 -2.908
C -1.647 0.811 -3.078
C -0.754 3.215 -0.921
H -0.945 3.297 -5.118
H 0.458 2.440 -4.472
H 0.258 4.171 -4.153
H -3.593 3.285 -3.832
H -2.982 4.680 -2.924
H -3.752 3.337 -2.070
H -1.819 0.720 -4.154
H -2.522 0.408 -2.568
H -0.763 0.231 -2.816
H -1.633 3.515 -0.349
F 5.738 0.138 -4.346
C 4.626 0.296 -3.615
C 4.040 -0.783 -2.997
F 4.590 -1.997 -3.120
C 2.889 -0.622 -2.245
F 2.397 -1.723 -1.652
C 2.264 0.620 -2.073
O 1.148 0.767 -1.368
C 2.893 1.683 -2.731
F 2.367 2.896 -2.622
C 4.044 1.542 -3.475
F 4.594 2.602 -4.069
C -0.033 -1.811 -0.149
C -1.172 -0.869 -0.114
N -1.130 0.452 -0.067
C -2.438 0.885 0.049
C -3.270 -0.173 0.049
N -2.464 -1.289 -0.074
C -2.951 -2.646 -0.188
N -2.365 -3.524 0.789
N -1.789 -4.682 0.384
N -1.328 -5.306 1.398
C -1.573 -4.547 2.527
C -1.250 -4.768 3.867
C -1.613 -3.792 4.767
C -2.271 -2.614 4.356
C -2.601 -2.382 3.040
C -2.243 -3.387 2.139
H 0.879 -1.250 -0.284
H -0.128 -2.517 -0.976
H 0.027 -2.381 0.781
H -2.674 1.925 0.148
H -4.341 -0.245 0.110
H -2.719 -3.068 -1.166
H -4.033 -2.602 -0.065
H -0.728 -5.666 4.169
H -1.371 -3.917 5.814
H -2.497 -1.845 5.082
H -3.057 -1.450 2.740


No. 6
62
Properties=species:S:1:pos:R:3 method="wB97M-V/def2-TZVPD" e_tot_ha=-3003.0886 lumo_ha="0.0002 / -0.0040" multiplicity=5 s2=6.027 e_above_lowest_kcal_mol=0.00
Cr -9.737 -8.290 8.412
O -11.093 -10.464 11.573
C -10.661 -9.626 10.802
N -11.214 -9.220 9.544
C -12.229 -9.908 8.900
O -12.978 -10.703 9.456
C -12.290 -9.605 7.428
C -13.215 -10.260 6.649
C -13.136 -10.008 5.224
C -12.238 -9.071 4.771
C -11.245 -8.561 5.600
N -11.258 -8.838 6.902
C -9.319 -9.047 11.145
C -8.764 -9.208 12.383
C -7.484 -8.739 12.575
C -6.814 -8.067 11.546
C -7.383 -8.054 10.319
N -8.686 -8.346 10.136
H -13.848 -10.999 7.050
H -13.867 -10.472 4.612
H -12.339 -8.644 3.729
H -10.454 -7.919 5.199
H -9.272 -9.731 13.159
H -6.910 -8.764 13.543
H -5.756 -7.705 11.652
H -6.836 -7.587 9.518
N -11.023 -6.589 8.337
C -10.424 -5.339 8.840
C -11.175 -4.545 9.659
C -10.608 -3.409 10.241
C -9.394 -2.943 9.768
C -8.638 -3.736 8.861
C -9.098 -5.019 8.426
C -8.425 -5.811 7.348
C -7.538 -5.123 6.529
C -6.771 -5.756 5.599
C -6.899 -7.132 5.404
C -7.787 -7.831 6.199
C -8.580 -7.218 7.211
H -11.348 -6.420 7.400
H -11.888 -6.851 8.808
H -12.213 -4.889 9.908
H -11.123 -2.966 11.058
H -8.937 -1.965 10.059
H -7.668 -3.334 8.476
H -7.571 -4.005 6.565
H -6.132 -5.121 5.000
H -6.249 -7.540 4.646
H -7.900 -8.908 5.939
C -10.519 -13.090 9.723
N -9.112 -12.642 9.861
C -8.248 -13.096 10.833
C -6.999 -12.830 10.461
N -7.096 -12.102 9.293
C -8.421 -11.904 8.964
S -8.928 -10.892 7.691
H -10.529 -14.160 9.494
H -10.935 -12.431 8.911
H -11.069 -12.868 10.637
H -8.501 -13.468 11.782
H -6.037 -12.957 10.969
H -6.261 -11.726 8.804


No. 7
63
Properties=species:S:1:pos:R:3 method="wB97M-V/def2-TZVPD" e_tot_ha=-4048.6583 lumo_ha="0.0750 / 0.0749" charge=-1 multiplicity=3 s2=2.006 e_above_lowest_kcal_mol=6.76
Ni 1.084 0.989 -0.463
C -5.005 -1.564 3.590
C -4.185 -0.551 2.836
C -4.656 0.741 2.628
C -3.907 1.665 1.913
C -2.671 1.299 1.404
C -2.183 0.013 1.595
C -2.943 -0.898 2.310
S -1.691 2.528 0.560
O -0.754 3.038 1.520
O -2.639 3.462 -0.006
N -0.880 1.731 -0.573
C -1.568 1.254 -1.669
C -2.938 1.247 -1.880
C -3.498 0.724 -3.059
C -2.732 0.207 -4.065
C -1.329 0.190 -3.902
C -0.450 -0.315 -4.884
C 0.897 -0.306 -4.666
C 1.376 0.196 -3.444
N 0.588 0.670 -2.511
C -0.756 0.693 -2.714
H -5.803 -1.084 4.156
H -4.385 -2.131 4.286
H -5.465 -2.280 2.905
H -5.621 1.029 3.030
H -4.273 2.668 1.741
H -1.227 -0.283 1.180
H -2.559 -1.901 2.458
H -3.600 1.671 -1.142
H -4.577 0.744 -3.162
H -3.171 -0.188 -4.972
H -0.864 -0.710 -5.805
H 1.595 -0.687 -5.399
H 2.437 0.191 -3.226
I -0.654 -3.895 0.232
C 1.274 -3.211 -0.153
C 2.328 -4.127 -0.247
C 3.613 -3.717 -0.487
I 5.124 -5.162 -0.583
C 3.899 -2.341 -0.665
C 5.179 -1.788 -0.892
C 5.327 -0.436 -1.033
C 4.189 0.387 -0.980
N 2.990 -0.101 -0.797
C 2.822 -1.427 -0.603
C 1.460 -1.832 -0.293
O 0.545 -0.957 -0.161
H 2.114 -5.180 -0.118
H 6.038 -2.445 -0.940
H 6.303 0.005 -1.187
H 4.262 1.464 -1.077
C 1.330 0.778 2.864
C 2.323 1.733 2.202
C 2.308 3.095 2.896
O 2.089 1.879 0.848
H 1.575 0.622 3.920
H 1.343 -0.191 2.359
H 0.323 1.192 2.795
H 3.336 1.300 2.357
H 1.317 3.539 2.797
H 3.032 3.758 2.418
H 2.563 3.005 3.957